13
Properties=species:S:1:pos:R:3:forces:R:3:lowdin_charge:R:1 method="wB97M-V/def2-TZVPD" smiles="[H]/N=N/c1c[nH]nc1N" e_tot_ha=-391.0236 mol_weight_g_mol=111.11 max_force_ev_per_a=3.61 relative_energy_ev=2.5798 multiplicity=1 charge=0
H -3.30121 0.81823 -0.89907 0.965 0.780 -0.961 0.068
N -2.26657 0.99935 -1.06390 -1.847 -1.421 1.550 0.039
N -1.80729 0.15191 -0.25310 1.375 0.666 -0.511 -0.042
C -0.39569 0.21933 -0.17154 0.086 -2.100 1.711 -0.223
C 0.44614 1.17270 -0.61446 0.701 0.472 -0.387 -0.094
N 1.66779 0.84939 -0.23917 3.589 0.212 -0.302 -0.043
N 1.78576 -0.35890 0.42348 -1.262 1.417 -0.272 0.078
C 0.52078 -0.70896 0.54217 -1.530 -0.598 -1.578 -0.374
N 0.26433 -1.99071 1.01305 -0.406 -0.602 2.082 0.075
H 0.30320 2.04527 -1.17871 -0.442 0.913 -0.557 0.111
H 2.57415 1.27239 -0.57652 -1.863 -0.596 0.699 0.180
H -0.72301 -2.33876 1.20098 1.945 1.255 -0.296 0.117
H 0.93163 -2.13124 1.81678 -1.311 -0.399 -1.179 0.107

=====

13
Properties=species:S:1:pos:R:3:forces:R:3:lowdin_charge:R:1 method="wB97M-V/def2-TZVPD" e_tot_ha=-390.9334 mol_weight_g_mol=111.11 max_force_ev_per_a=8.60 relative_energy_ev=5.0341 multiplicity=1 charge=0
C 0.64890 0.64361 0.14085 0.812 1.738 -0.177 -0.564
C 0.38103 -1.45138 -0.08101 1.030 -2.669 -0.980 -0.128
C -1.57948 0.23929 -0.28113 -4.714 -4.748 2.614 -0.178
H -0.14290 2.65174 0.43174 -1.775 0.515 2.104 0.033
H 1.49608 2.15059 0.35445 -3.778 0.953 -2.367 0.231
H -0.22575 -2.40044 -0.38477 1.547 1.864 0.953 0.147
H -1.89526 1.15284 -0.83204 1.651 -0.714 -0.048 0.133
H -2.55726 -1.22008 1.00717 0.446 2.582 -3.667 0.143
N 0.30589 1.99419 -0.11717 8.529 -0.938 0.526 0.101
N 1.83677 0.10988 0.06945 1.357 0.758 0.368 0.017
N 1.74684 -1.26204 -0.07264 -4.937 0.863 0.219 0.043
N -0.27998 -0.25886 0.11428 -2.571 -0.299 -1.526 -0.027
N -2.66346 -0.42943 0.11339 2.403 0.094 1.982 0.050